1.
Formula: C19H26N4O5SV
Source: the Open Molecules 2025 dataset
Level of theory: ωB97M-V/def2-TZVPD

Results
frontier orbital gap (alpha / beta) = 6.8 / 7.1 eV
max |F| = 0.7 eV/Å
2S+1 = 4
HOMO energy (alpha / beta) = -6.66 / -6.94 eV

```
56
Properties=species:S:1:pos:R:3:lowdin_charge:R:1
V 0.350 0.006 0.064 0.762
C 2.869 -0.488 1.663 -0.172
C 2.122 -1.814 1.803 -0.167
N 1.144 -1.912 0.711 -0.041
C -0.922 -2.562 2.039 -0.072
C -1.437 -0.313 2.714 -0.219
N -0.914 0.725 1.799 -0.082
C -0.044 1.706 2.479 -0.184
C 1.304 1.076 2.784 -0.180
N 1.933 0.649 1.526 -0.113
H 3.550 -0.348 2.510 0.121
H 3.467 -0.513 0.751 0.109
H 2.839 -2.637 1.780 0.128
H 1.603 -1.877 2.755 0.111
H 1.650 -2.263 -0.100 0.111
H -1.932 -2.430 1.636 0.116
H -0.925 -3.416 2.715 0.127
H -2.417 -0.607 2.335 0.121
H -1.547 0.109 3.719 0.135
H -1.721 1.200 1.413 0.076
H 0.099 2.554 1.803 0.118
H -0.503 2.080 3.400 0.120
H 1.929 1.779 3.343 0.126
H 1.153 0.194 3.405 0.116
H 2.424 1.428 1.102 0.127
O -4.086 -0.139 -2.089 0.130
C -3.170 -0.386 -1.148 -0.484
O -3.253 0.013 -0.014 0.106
C -2.035 -1.206 -1.720 -0.103
O -1.039 -1.446 -0.774 -0.226
C -0.722 -2.835 -0.473 -0.080
C 0.052 -2.982 0.871 -0.673
O 0.503 -4.194 1.003 -0.145
O -0.580 -1.400 2.806 -0.137
H -4.793 0.393 -1.693 0.136
H -1.623 -0.644 -2.566 0.149
H -2.446 -2.139 -2.114 0.149
H -0.094 -3.240 -1.270 0.136
H -1.643 -3.417 -0.404 0.134
S 2.495 1.288 -3.863 0.992
C 3.389 -0.059 -3.309 -0.434
C 2.887 -0.565 -2.146 -0.226
C 1.733 0.115 -1.639 -0.205
C 1.419 1.150 -2.489 -0.537
C 0.288 2.027 -2.287 -0.281
C -0.066 3.051 -3.176 -0.028
C -1.171 3.830 -2.927 -0.060
C -1.925 3.583 -1.783 -0.066
C -1.518 2.565 -0.951 -0.141
N -0.445 1.792 -1.167 0.057
H 4.240 -0.408 -3.875 0.060
H 3.343 -1.429 -1.673 0.087
H 0.538 3.216 -4.059 0.094
H -1.450 4.621 -3.610 0.110
H -2.802 4.167 -1.546 0.103
H -2.101 2.350 -0.065 0.092
```


2.
Formula: C19H26N4PbSSb2Se4
Source: the Open Molecules 2025 dataset
Level of theory: ωB97M-V/def2-TZVPD

Results
frontier orbital gap (alpha / beta) = 4.5 / 4.2 eV
max |F| = 3.0 eV/Å
relative energy (zero: lowest compared OMol25 entry of this formula, charge and spin) = 84.7 kcal per mole
net charge = -2
HOMO energy (alpha / beta) = 0.02 / 0.05 eV

```
57
Properties=species:S:1:pos:R:3:lowdin_charge:R:1
Pb 6.678 12.113 11.553 0.822
N 8.761 8.219 13.182 0.004
C 8.485 9.325 12.445 -0.946
S 8.598 10.793 13.287 0.499
N 8.060 9.025 11.215 -0.027
N 7.677 10.173 10.565 -0.206
C 7.732 10.234 9.228 -0.254
C 7.821 8.960 8.455 -0.168
C 8.899 8.840 7.573 -0.068
C 9.269 7.602 7.012 -0.076
C 8.464 6.444 7.367 -0.121
C 7.399 6.574 8.249 -0.140
C 7.089 7.789 8.831 -0.045
C 7.703 11.518 8.574 -0.239
C 7.718 11.694 7.158 -0.035
C 7.763 13.013 6.719 -0.105
C 7.716 14.101 7.607 -0.109
C 7.669 13.847 8.960 -0.190
N 7.636 12.617 9.399 -0.079
H 9.058 8.302 14.146 0.062
H 8.796 7.327 12.718 0.073
H 9.544 9.696 7.361 0.112
H 10.097 7.465 6.341 0.073
H 8.689 5.422 7.058 0.076
H 6.897 5.638 8.575 0.099
H 6.354 7.825 9.663 0.114
H 7.699 10.794 6.599 0.079
H 7.818 13.189 5.649 0.085
H 7.613 15.106 7.235 0.079
H 7.648 14.668 9.657 0.095
Se 3.900 13.066 10.504 -0.291
Sb 4.945 15.446 13.287 0.232
Se 7.407 14.672 13.350 -0.360
Se 4.058 12.930 13.249 -0.314
Se 4.193 15.328 10.754 -0.287
C 6.353 11.016 17.038 -0.219
C 7.566 11.792 16.536 -0.480
Sb 7.051 13.870 16.060 1.153
C 8.987 14.781 16.681 -0.423
C 10.134 14.675 15.638 -0.232
C 5.899 15.040 17.563 -0.452
C 6.273 14.500 18.963 -0.242
H 6.575 10.325 17.835 0.038
H 5.906 10.473 16.130 0.093
H 5.584 11.708 17.434 0.034
H 7.885 11.429 15.541 -0.075
H 8.489 11.878 17.135 0.029
H 9.233 14.201 17.577 0.018
H 8.829 15.804 16.947 0.020
H 10.034 13.716 15.061 0.056
H 11.171 14.710 16.063 0.062
H 10.017 15.380 14.841 0.011
H 4.823 14.936 17.374 0.032
H 6.313 15.979 17.282 -0.001
H 5.730 13.578 19.168 0.040
H 5.972 15.267 19.712 0.043
H 7.382 14.279 19.055 0.056
```


3.
Formula: C19H26N7O4PdS3
Source: the Open Molecules 2025 dataset
Level of theory: ωB97M-V/def2-TZVPD

Results
frontier orbital gap = 7.5 eV
max |F| = 0.7 eV/Å
relative energy (zero: lowest compared OMol25 entry of this formula, charge and spin) = 13.4 kcal per mole
net charge = +1
HOMO energy = -11.18 eV

```
60
Properties=species:S:1:pos:R:3:lowdin_charge:R:1
Pd 3.176 -1.125 0.882 0.566
C -0.797 -2.345 0.005 0.020
C 0.646 -1.974 0.005 -0.214
N 1.395 -1.976 1.044 -0.068
N 0.949 -2.271 2.309 0.035
C 1.838 -2.054 3.324 -0.760
N 1.370 -2.204 4.553 0.150
S 3.484 -1.697 3.063 0.722
C 1.318 -1.512 -1.240 -0.200
C 0.640 -1.402 -2.435 0.019
C 1.309 -0.897 -3.545 -0.010
C 2.632 -0.528 -3.422 -0.009
C 3.252 -0.663 -2.185 -0.090
N 2.618 -1.144 -1.129 -0.018
H -1.094 -2.854 0.919 0.085
H -1.009 -3.019 -0.825 0.103
H -1.415 -1.454 -0.127 0.090
H -0.019 -2.040 2.492 0.153
H 0.430 -2.507 4.746 0.131
H 1.973 -1.996 5.331 0.120
H -0.402 -1.680 -2.502 0.104
H 0.791 -0.787 -4.488 0.125
H 3.186 -0.127 -4.258 0.121
H 4.279 -0.362 -2.027 0.098
C -4.977 -2.462 -0.833 -0.043
C -4.349 -1.113 -1.049 -0.276
C -4.722 -0.023 -0.259 -0.028
C -4.167 1.227 -0.462 -0.050
C -3.203 1.398 -1.448 -0.283
C -2.813 0.332 -2.241 -0.059
C -3.397 -0.913 -2.043 -0.061
S -2.529 3.013 -1.748 0.617
O -1.585 2.855 -2.813 -0.286
O -3.640 3.912 -1.823 -0.272
N -1.702 3.463 -0.426 -0.136
C -0.437 2.860 -0.027 -0.211
C -0.564 1.753 1.012 -0.093
C 0.778 1.075 1.275 -0.689
O 1.004 0.620 2.430 -0.082
O 1.566 0.960 0.306 -0.063
H -6.064 -2.384 -0.790 0.087
H -4.649 -2.900 0.112 0.081
H -4.720 -3.153 -1.634 0.077
H -5.480 -0.154 0.504 0.121
H -4.497 2.076 0.123 0.121
H -2.090 0.501 -3.028 0.107
H -3.133 -1.741 -2.693 0.113
H -2.287 3.876 0.286 0.120
H 0.199 3.660 0.360 0.129
H 0.052 2.481 -0.921 0.111
H -1.261 0.988 0.649 0.103
H -0.961 2.126 1.957 0.119
N 5.900 2.313 1.651 0.107
C 4.915 1.411 1.644 -0.830
N 3.819 1.654 2.342 0.141
S 5.208 -0.042 0.770 0.644
H 5.847 3.151 2.204 0.122
H 6.736 2.145 1.119 0.103
H 3.684 2.569 2.746 0.132
H 2.972 1.083 2.258 0.032
```


4.
Formula: C19H26N8OPd
Source: the Open Molecules 2025 dataset
Level of theory: ωB97M-V/def2-TZVPD

Results
frontier orbital gap = 6.4 eV
max |F| = 0.5 eV/Å
relative energy (zero: lowest compared OMol25 entry of this formula, charge and spin) = 19.6 kcal per mole
HOMO energy = -6.07 eV

```
55
Properties=species:S:1:pos:R:3:lowdin_charge:R:1
Pd 2.294 -1.319 0.596 0.390
N 4.918 -0.384 0.252 -0.014
C 5.158 0.822 1.040 -0.290
C 4.975 0.597 2.537 -0.203
C 3.535 0.463 3.018 -0.268
N 2.918 -0.828 2.670 -0.081
H 5.709 -1.015 0.307 0.068
H 4.790 -0.132 -0.721 0.063
H 4.447 1.578 0.707 0.082
H 6.158 1.243 0.871 0.106
H 5.406 1.454 3.062 0.108
H 5.557 -0.274 2.861 0.110
H 2.931 1.254 2.566 0.100
H 3.517 0.613 4.104 0.104
H 2.102 -0.985 3.249 0.067
H 3.568 -1.582 2.869 0.070
N -3.473 -1.018 -2.009 0.164
C -4.832 -1.073 -1.797 -0.196
C -5.910 -0.438 -2.404 -0.029
C -7.166 -0.745 -1.915 -0.102
C -7.341 -1.651 -0.859 -0.100
C -6.265 -2.277 -0.260 -0.019
C -4.990 -1.984 -0.740 -0.231
N -3.759 -2.462 -0.336 0.175
C -2.885 -1.869 -1.105 -0.277
C -1.437 -2.070 -1.033 -0.162
C -0.539 -1.317 -1.786 -0.042
C 0.818 -1.553 -1.654 -0.179
N 1.330 -2.491 -0.836 -0.096
C 0.453 -3.211 -0.109 -0.165
C -0.920 -3.035 -0.179 -0.025
H -2.997 -0.485 -2.714 0.146
H -5.777 0.260 -3.220 0.105
H -8.035 -0.278 -2.358 0.098
H -8.343 -1.861 -0.510 0.097
H -6.395 -2.978 0.553 0.110
H -0.860 -0.536 -2.463 0.100
H 1.537 -0.977 -2.222 0.099
H 0.883 -3.975 0.524 0.088
H -1.589 -3.638 0.419 0.108
C -0.697 3.641 0.369 -0.039
N 0.567 3.028 0.051 -0.109
C 1.587 3.657 -0.760 -0.048
C 2.552 2.479 -0.992 -0.495
O 3.617 2.579 -1.560 0.043
N 2.003 1.342 -0.454 0.149
C 0.865 1.704 0.119 -0.436
N 0.063 0.817 0.716 0.184
H -0.536 4.695 0.591 0.091
H -1.132 3.188 1.259 0.080
H -1.418 3.564 -0.452 0.093
H 2.080 4.486 -0.250 0.131
H 1.196 4.010 -1.719 0.133
H 0.491 -0.135 0.842 0.053
H -0.730 1.098 1.263 0.093
```